Record 1
A molecular structure, C23H41IIrP2 at a distorted geometry. Source: the OMol25 dataset; level of theory: ωB97M-V/def2-TZVPD.

Multiplicity   5
HOMO (spin up / spin down)   -8.81 / -10.25 eV
E_tot   -54019.3793 eV
Relative energy (zero: lowest compared OMol25 entry of this formula, charge and spin)   246.1 kJ/mol
HOMO-LUMO gap (spin up / spin down)   0.1890 / 0.2165 Eh
Expectation value of S²   6.037
Maximum force   3.7 eV/Å
Charge   +1

Last column: Mulliken spin population.
Element x y z (Å)
Ir  0.84  -1.25  1.19  1.86
C  -1.11  -0.63  3.44  0.16
C  -0.69  -1.62  2.44  0.18
C  0.95  -1.37  4.15  0.33
C  -0.13  -0.49  4.41  0.05
C  0.62  -2.18  3.01  0.15
C  -2.49  -0.12  3.58  -0.03
H  -3.07  -0.23  2.65  -0.01
H  -2.51  0.94  3.87  0.01
H  -3.02  -0.68  4.38  0.03
C  -0.24  0.36  5.62  0.02
H  -1.06  1.07  5.56  0.00
H  0.68  0.93  5.81  0.00
H  -0.42  -0.25  6.51  0.00
C  2.20  -1.51  4.92  -0.01
H  2.02  -2.14  5.79  0.03
H  2.61  -0.55  5.26  0.01
H  2.96  -2.00  4.30  0.00
C  1.14  -3.49  2.60  0.02
H  0.54  -4.33  3.01  0.02
H  2.19  -3.58  2.89  0.00
H  1.08  -3.48  1.49  0.04
C  -1.70  -2.45  1.72  0.08
H  -2.02  -3.28  2.35  0.00
H  -1.28  -2.82  0.78  0.01
H  -2.55  -1.80  1.50  -0.01
C  -1.04  2.34  0.70  0.01
C  -2.14  1.65  0.47  0.00
C  -2.26  0.77  -0.77  0.01
C  -1.18  -0.32  -1.06  -0.03
C  0.31  -0.36  -0.66  0.65
C  1.31  0.56  -1.33  -0.07
C  1.21  2.08  -0.96  0.05
C  -0.06  2.81  -0.38  -0.01
H  -2.41  1.47  -1.63  0.00
H  -1.15  -0.45  -2.15  0.02
H  -3.20  0.19  -0.73  0.00
H  -0.65  3.16  -1.23  0.00
H  -0.78  2.59  1.73  0.00
H  -3.00  1.65  1.17  0.00
H  0.34  3.74  0.06  -0.01
H  1.88  2.16  -0.09  0.01
H  2.30  0.27  -0.95  -0.06
H  1.67  2.67  -1.78  0.00
H  -1.59  -1.28  -0.71  0.03
H  0.63  -1.43  -0.90  -0.10
P  -0.65  1.61  -3.22  0.00
C  -0.71  3.38  -3.74  0.00
C  -1.80  0.86  -4.41  0.00
P  1.67  -0.41  -3.03  0.08
C  0.95  0.98  -4.00  0.00
C  1.02  -1.83  -4.05  0.00
C  3.44  -0.47  -3.48  0.01
H  0.13  3.94  -3.33  0.00
H  -1.66  3.80  -3.38  0.00
H  -0.70  3.40  -4.84  0.00
H  -1.52  1.29  -5.38  0.00
H  -2.83  1.15  -4.16  0.00
H  -1.70  -0.24  -4.43  0.00
H  3.56  -0.20  -4.54  0.00
H  3.83  -1.49  -3.35  0.00
H  4.02  0.23  -2.87  0.00
H  1.71  1.77  -4.10  0.00
H  0.67  0.56  -4.98  0.00
H  1.67  -2.72  -3.97  0.00
H  1.04  -1.52  -5.11  0.00
H  -0.01  -2.09  -3.79  0.00
I  2.17  0.68  2.15  0.45

Record 2
A molecular structure, C23H41N2OP3Ti at a distorted geometry. Source: the OMol25 dataset; level of theory: ωB97M-V/def2-TZVPD.

Multiplicity   1
HOMO   -19.42 eV
E_tot   -80483.3177 eV
Relative energy (zero: lowest compared OMol25 entry of this formula, charge and spin)   23.2 kJ/mol
HOMO-LUMO gap   0.1489 Eh
Maximum force   3.6 eV/Å
Charge   +4

Last column: Löwdin charge in e.
Element x y z (Å)
Ti  0.93  -0.22  -0.87  0.71
P  -0.38  -2.35  -0.51  0.76
P  2.76  -1.55  0.43  0.80
P  -0.63  0.32  -2.80  0.77
H  -3.11  3.62  -0.03  0.13
C  -2.01  3.74  -0.07  -0.02
C  -1.46  4.14  -1.37  0.34
H  -1.99  4.85  -2.00  0.14
C  -0.63  -2.79  1.25  -0.21
C  0.34  -3.88  -1.21  -0.21
C  -2.12  -2.46  -1.07  -0.23
C  4.06  -0.34  0.84  -0.21
C  2.65  -2.49  1.99  -0.22
C  3.68  -2.66  -0.68  -0.19
C  -2.36  0.83  -2.56  -0.21
C  -0.65  -1.04  -4.02  -0.20
C  -0.01  1.71  -3.81  -0.20
H  -1.65  4.30  0.81  0.16
H  -0.42  3.93  -1.57  0.10
H  -0.77  -1.89  1.86  0.04
H  0.21  -3.36  1.65  0.04
H  -1.54  -3.40  1.33  0.08
H  1.12  -4.29  -0.54  0.05
H  0.79  -3.67  -2.19  0.06
H  -0.45  -4.63  -1.33  0.09
H  -2.71  -1.61  -0.71  0.04
H  -2.55  -3.38  -0.65  0.08
H  -2.21  -2.51  -2.16  0.04
H  4.87  -0.88  1.34  0.09
H  3.67  0.44  1.51  0.04
H  4.46  0.14  -0.07  0.06
H  3.64  -2.50  2.47  0.08
H  2.33  -3.52  1.80  0.06
H  1.94  -2.00  2.66  0.06
H  4.48  -3.15  -0.11  0.09
H  4.12  -2.10  -1.51  0.05
H  3.02  -3.43  -1.10  0.04
H  -2.82  0.97  -3.55  0.09
H  -2.38  1.79  -2.01  0.02
H  -2.92  0.07  -2.00  0.04
H  -0.96  -0.63  -4.99  0.08
H  -1.32  -1.85  -3.72  0.04
H  0.37  -1.45  -4.12  0.07
H  -0.55  1.69  -4.77  0.09
H  1.06  1.60  -4.00  0.06
H  -0.20  2.66  -3.29  0.03
C  3.27  0.78  -2.55  -0.36
C  4.15  0.12  -3.43  0.01
C  5.20  0.85  -4.00  -0.01
C  5.33  2.22  -3.75  0.00
C  4.42  2.88  -2.92  -0.03
C  3.38  2.17  -2.32  -0.03
O  2.31  0.07  -1.91  -0.30
H  -1.50  2.68  0.01  0.10
H  3.99  -0.94  -3.63  0.13
H  5.90  0.33  -4.66  0.14
H  6.15  2.77  -4.20  0.14
H  4.52  3.95  -2.74  0.13
H  2.65  2.67  -1.67  0.11
N  -1.93  2.48  5.56  0.28
C  -1.47  2.14  4.54  -0.10
C  -0.92  1.72  3.27  -0.15
C  -1.72  1.03  2.36  0.03
C  -1.18  0.62  1.15  -0.17
N  0.13  0.81  0.84  -0.09
C  0.89  1.55  1.69  -0.08
C  0.40  2.00  2.91  0.06
H  -2.76  0.81  2.59  0.16
H  -1.82  0.15  0.40  0.11
H  1.92  1.76  1.37  0.12
H  1.04  2.57  3.58  0.16

Record 3
A molecular structure, C23H42AuCl3N4O3SSi at a distorted geometry. Source: the OMol25 dataset; level of theory: ωB97M-V/def2-TZVPD.

Multiplicity   3
HOMO (spin up / spin down)   -7.11 / -7.89 eV
E_tot   -96608.8355 eV
Relative energy (zero: lowest compared OMol25 entry of this formula, charge and spin)   39.6 kJ/mol
HOMO-LUMO gap (spin up / spin down)   0.2726 / 0.2008 Eh
Expectation value of S²   2.010
Maximum force   2.2 eV/Å

Last column: Mulliken spin population.
Element x y z (Å)
C  -1.57  -2.00  -3.06  0.00
C  -1.12  -2.94  -1.99  0.02
H  -1.10  -2.24  -4.03  0.00
H  -1.34  -0.97  -2.78  0.00
H  -2.66  -2.08  -3.21  0.00
C  -0.73  -4.21  -2.20  0.00
C  -0.70  -4.88  -3.53  0.00
H  -0.44  -4.84  -1.35  0.00
H  -0.89  -4.19  -4.35  0.00
H  -1.44  -5.69  -3.58  0.00
H  0.28  -5.35  -3.68  0.00
Au  0.19  0.19  0.59  0.64
Cl  -2.50  -0.07  1.41  0.01
Cl  -0.59  1.51  -1.13  0.16
H  0.51  4.78  3.90  0.00
H  -1.65  5.56  2.82  0.00
C  0.86  4.42  2.93  0.00
C  -1.23  5.22  1.87  0.00
N  -0.29  4.13  2.08  0.00
H  1.46  3.51  3.05  0.00
C  -0.46  2.93  1.57  0.00
O  0.41  2.02  1.76  0.07
H  -2.04  4.88  1.21  0.00
H  -1.37  2.74  0.98  0.00
H  1.47  5.21  2.47  0.00
H  -0.73  6.08  1.40  0.00
H  1.66  -1.42  -2.79  0.00
H  2.11  -3.63  -1.57  0.00
C  2.53  -0.94  -2.33  0.00
C  3.09  -3.16  -1.42  0.00
N  2.95  -1.74  -1.20  0.00
H  2.28  0.07  -2.00  0.00
C  3.47  -1.15  -0.08  0.00
O  3.60  0.06  0.09  0.00
H  3.57  -3.61  -0.53  0.00
H  3.76  -1.90  0.69  0.00
H  3.33  -0.91  -3.08  0.00
H  3.71  -3.36  -2.31  0.00
O  0.05  -1.45  -0.70  0.82
C  -1.05  -2.29  -0.61  0.02
C  0.22  -3.92  0.86  0.03
C  -0.97  -3.25  0.56  0.05
H  1.12  -3.63  0.30  0.00
C  0.22  -4.93  1.83  0.00
H  -1.97  -1.70  -0.48  0.02
C  -2.11  -3.49  1.33  0.01
H  1.16  -5.45  2.05  0.00
C  -0.96  -5.25  2.50  0.01
C  -2.13  -4.52  2.26  0.00
H  -2.97  -2.84  1.16  0.00
H  -0.97  -6.06  3.24  0.00
H  -3.06  -4.76  2.79  0.00
Si  -0.33  3.84  -3.69  0.00
Cl  -0.53  1.80  -4.14  0.00
C  1.48  4.19  -3.38  0.00
C  -1.39  4.44  -2.27  0.01
C  -0.94  4.63  -5.29  0.00
H  1.95  3.40  -2.80  0.00
H  1.57  5.14  -2.82  0.00
H  2.01  4.30  -4.34  0.00
H  -0.23  4.44  -6.11  0.00
H  -1.04  5.72  -5.18  0.00
H  -1.91  4.22  -5.59  0.00
H  -1.17  3.88  -1.34  -0.01
H  -2.47  4.31  -2.48  0.00
H  -1.20  5.51  -2.07  0.00
S  1.06  -1.11  2.32  0.12
C  0.39  -0.32  3.68  0.00
N  1.13  0.01  4.75  0.01
C  0.33  0.45  5.87  0.00
C  -1.08  0.48  5.28  0.00
N  -0.90  -0.06  3.95  0.01
H  2.13  -0.17  4.78  0.00
H  0.66  1.44  6.20  0.00
H  0.40  -0.26  6.69  0.00
H  -1.49  1.49  5.24  0.00
H  -1.75  -0.16  5.85  0.00
H  -1.65  -0.10  3.20  0.00

Record 4
A molecular structure, C23H42B3Br2F7INO7S at a distorted geometry. Source: the OMol25 dataset; level of theory: ωB97M-V/def2-TZVPD.

Multiplicity   1
HOMO   -6.07 eV
E_tot   -220408.8499 eV
Relative energy (zero: lowest compared OMol25 entry of this formula, charge and spin)   1523.9 kJ/mol
HOMO-LUMO gap   0.1748 Eh
Maximum force   11.0 eV/Å

Last column: Löwdin charge in e.
Element x y z (Å)
C  0.26  -1.56  4.89  -0.17
C  0.35  -2.39  3.44  -0.31
C  -0.99  -2.16  2.64  -0.22
C  -1.43  -1.17  1.51  -0.23
C  -2.78  -2.04  0.88  -0.04
N  -0.76  -0.51  0.33  -0.03
C  -1.09  1.01  0.28  -0.23
S  -2.90  1.44  0.04  0.93
O  -3.56  0.76  -1.22  -0.34
O  -3.03  2.98  -0.32  -0.32
C  -4.06  1.43  1.50  -0.26
F  -4.62  0.15  1.94  0.01
F  -5.29  2.16  0.98  0.01
C  -3.64  2.26  2.83  -0.11
F  -2.29  2.01  3.38  0.04
F  -3.90  3.72  2.53  0.05
C  -4.65  1.89  4.11  -0.13
F  -4.39  2.97  5.13  0.03
F  -4.20  0.62  4.81  0.02
F  -6.08  1.91  3.78  0.07
C  -0.21  2.03  -0.60  -0.21
C  -0.58  2.38  -2.15  -0.20
C  -0.47  3.92  -2.65  -0.63
C  0.14  4.00  -4.21  -0.19
Br  -2.23  4.91  -2.85  0.63
C  1.42  1.81  -0.28  -0.17
B  2.48  2.64  -1.17  -0.40
C  2.84  2.69  -2.75  -0.07
O  3.47  3.56  -0.46  -0.02
C  1.79  0.27  0.20  -0.38
I  1.76  0.60  2.46  1.23
B  3.34  -0.18  0.21  -0.56
C  4.59  -0.02  -0.83  -0.05
O  3.88  -1.07  1.32  -0.13
C  0.61  -0.87  -0.21  -0.17
B  1.10  -2.43  -0.07  -0.42
O  0.24  -3.61  0.31  0.01
O  2.35  -3.01  -0.66  -0.06
C  2.30  -4.44  -0.88  -0.23
C  3.74  -4.82  -1.66  -0.08
C  0.38  -0.97  -1.87  -0.52
Br  1.95  -0.67  -3.04  0.91
C  -0.16  -2.34  -2.54  -0.31
C  -1.66  -2.90  -2.21  -0.11
H  -0.10  -0.46  4.69  0.05
H  1.37  -1.60  5.32  0.09
H  -0.41  -2.13  5.68  0.09
H  1.38  -2.30  2.91  0.07
H  0.38  -3.52  3.85  0.13
H  -1.30  -3.28  2.32  0.12
H  -1.80  -2.02  3.53  0.15
H  -2.01  -0.27  2.09  0.14
H  -2.43  -3.07  0.47  0.08
H  -3.40  -2.25  1.87  0.11
H  -3.43  -1.38  0.20  0.06
H  -1.43  -0.80  -0.46  0.14
H  -0.88  1.40  1.39  0.13
H  -0.47  3.10  -0.12  0.11
H  -1.67  2.01  -2.49  0.12
H  0.15  1.76  -2.84  0.07
H  0.21  4.61  -1.99  0.11
H  -0.65  4.45  -4.97  0.05
H  0.44  2.96  -4.63  0.07
H  1.03  4.78  -4.18  0.08
H  1.48  2.46  0.74  0.09
H  2.14  2.19  -3.51  0.01
H  2.88  3.85  -3.06  0.10
H  3.98  2.34  -2.87  0.10
H  2.95  4.44  -0.45  0.14
H  4.37  0.44  -1.87  0.02
H  5.19  -1.03  -1.03  0.11
H  5.39  0.70  -0.31  0.11
H  4.69  -0.57  1.65  0.12
H  0.52  -3.99  1.19  0.11
H  1.47  -4.84  -1.61  0.13
H  2.34  -5.10  0.11  0.14
H  3.53  -5.22  -2.75  0.09
H  4.35  -3.81  -1.81  0.09
H  4.42  -5.53  -1.02  0.08
H  -0.46  -0.22  -2.25  0.12
H  -0.32  -2.00  -3.69  0.12
H  0.65  -3.20  -2.76  0.12
H  -2.43  -2.06  -1.91  0.08
H  -1.68  -3.81  -1.43  0.09
H  -2.11  -3.38  -3.20  0.10
O  -0.75  4.72  1.00  -0.49
H  -1.62  4.64  1.33  -0.19